A cluster of 2 separate species, C4H11N2OS in total in a non-equilibrium geometry. Source: the OMol25 dataset; level of theory: wB97M-V/def2-TZVPD.

Each line ends with the Löwdin charge.
Atoms and positions in Å:
C1 -1.3580 2.7308 -1.3953  -0.198
C2 -1.2605 1.3250 -1.9498  -0.381
C3 -1.0650 0.2409 -0.8363  -0.708
S1 0.3802 0.6209 0.1765  0.342
H1 -2.2535 2.8883 -0.7497  0.071
H2 -1.3822 3.5429 -2.1398  0.051
H3 -0.4237 2.9205 -0.8151  0.020
H4 -2.1357 1.1159 -2.5994  0.089
H5 -0.3553 1.2464 -2.5425  0.075
H6 -0.9445 -0.7536 -1.2999  0.041
H7 -1.9594 0.1789 -0.1875  0.040
N1 1.7901 -2.1613 0.6128  0.076
C4 1.7411 -2.4960 1.9865  -0.671
N2 0.8845 -1.7665 2.8090  0.093
O1 2.5215 -3.2950 2.5079  -0.048
H8 2.5367 -2.6074 0.1334  0.053
H9 1.3592 -1.2516 0.1631  -0.048
H10 0.6053 -0.8286 2.4057  0.027
H11 1.3192 -1.6506 3.7205  0.079

Forces on atoms 1 to 6 (eV/Å):
C 0.39 0.91 0.70
C -0.34 -0.61 0.27
C -0.65 0.31 -0.29
S 0.40 0.00 0.25
H 0.63 -0.26 -0.22
H -0.13 -0.46 -0.21

Properties
**LUMO level**: 3.90 eV
**HOMO energy**: -3.34 eV
**Orbital gap**: 7.244 eV
**Energy relative to the best compared isomer or geometry (same formula, charge and spin)**: 0.497 eV
**Total charge**: -1
**Maximum force**: 2.175 eV Å⁻¹